(1)
43
Properties=species:S:1:pos:R:3:nbo_charge:R:1 method="wB97M-V/def2-TZVPD" relative_energy_kj_mol=334.3 smiles=CC(C)(C)Nc1nn2c(-c3ccccc3)nnc2c2ccccc12 lumo_ev=0.3 e_tot_ha=-1009.12429 gap_ha=0.3212
C 1.64993 3.58707 -1.21307 -0.62
C 1.39860 2.12467 -0.93026 0.15
C 2.74211 1.38061 -0.82165 -0.60
C 0.42888 1.68318 -1.96818 -0.63
N 0.69521 1.97346 0.40110 -0.61
C -0.12599 0.99735 0.98172 0.41
N -0.04582 -0.10538 0.22891 -0.33
N -0.81574 -1.22440 0.70571 -0.18
C -1.00364 -2.44690 0.14084 0.28
C -0.50510 -2.85730 -1.18008 -0.08
C -1.39379 -3.12955 -2.18039 -0.18
C -0.93479 -3.43433 -3.48945 -0.20
C 0.42634 -3.67358 -3.71013 -0.22
C 1.33925 -3.43324 -2.66518 -0.21
C 0.90372 -3.02715 -1.37882 -0.18
N -1.76436 -3.11588 0.95094 -0.27
N -2.10956 -2.43024 2.01639 -0.28
C -1.56644 -1.25547 1.81758 0.31
C -1.55651 -0.10719 2.68336 -0.05
C -2.22104 -0.09403 3.93254 -0.20
C -2.07149 0.99586 4.78708 -0.17
C -1.44287 2.20493 4.37412 -0.23
C -0.90086 2.16052 3.10142 -0.18
C -0.92602 1.04588 2.24260 -0.06
H 0.79416 4.13162 -1.46981 0.22
H 2.27647 3.75332 -2.06789 0.23
H 2.32679 3.90406 -0.38114 0.20
H 2.63083 0.32098 -0.64776 0.23
H 3.32943 1.80401 -0.09999 0.21
H 3.24983 1.53881 -1.77501 0.20
H 0.71811 1.93238 -3.01589 0.21
H 0.41748 0.60931 -2.00876 0.24
H -0.56698 2.09007 -1.84283 0.22
H 0.68480 2.84081 0.98071 0.38
H -2.55020 -3.05109 -2.10790 0.23
H -1.67528 -3.36817 -4.32778 0.22
H 0.66954 -3.99046 -4.77370 0.22
H 2.40045 -3.64169 -2.79537 0.21
H 1.69967 -2.83881 -0.66997 0.23
H -2.74902 -0.89316 4.41843 0.24
H -2.44324 0.94482 5.86308 0.22
H -1.09086 3.02174 5.05717 0.23
H -0.32199 3.07262 2.83731 0.20

(2)
11
Properties=species:S:1:pos:R:3:nbo_charge:R:1 method="wB97M-V/def2-TZVPD" relative_energy_kj_mol=517.9 smiles="[H]/N=C/Nc1nnon1" lumo_ev=0.0 e_tot_ha=-426.86036 gap_ha=0.3727
H -2.31407 -1.23580 3.45559 0.39
N -1.99976 -0.57120 2.60705 -0.68
C -1.02237 -0.79246 1.78889 0.29
N -0.61975 0.36487 0.94065 -0.63
C 0.35264 0.24736 -0.05487 0.41
N -0.00901 1.06121 -1.16402 -0.29
N 0.79401 0.73396 -2.16343 0.22
O 1.51939 -0.26371 -1.93370 -0.14
N 1.27871 -0.56275 -0.32354 -0.20
H -0.44342 -1.66173 1.63750 0.18
H -1.48864 1.09510 0.69543 0.46

(3)
58
Properties=species:S:1:pos:R:3:nbo_charge:R:1 method="wB97M-V/def2-TZVPD" relative_energy_kj_mol=10.4 lumo_ev=-0.1 e_tot_ha=-3216.49079 gap_ha=0.2964
Sc -0.47056 0.48172 -0.41296 1.70
O -0.20389 -1.61953 0.05956 -0.51
N -0.38406 -2.51932 -0.81412 0.19
N -0.62944 -2.04300 -1.97076 0.14
O -0.67341 -0.73830 -2.16065 -0.63
C -0.86442 -2.91480 -3.07250 0.18
C -0.49335 -4.25246 -3.00213 -0.24
C -0.74686 -5.07789 -4.08336 -0.20
C -1.35570 -4.57444 -5.22575 -0.21
C -1.71169 -3.23617 -5.28513 -0.20
C -1.46729 -2.39822 -4.20800 -0.24
H -0.01263 -4.62816 -2.11090 0.24
H -0.45967 -6.11976 -4.03675 0.22
H -1.54831 -5.22440 -6.06913 0.22
H -2.18479 -2.83850 -6.17300 0.22
H -1.73847 -1.35316 -4.22945 0.24
Cl -6.32407 4.74610 1.69799 -0.01
C -4.87957 4.01011 1.06912 -0.11
C -3.81847 4.82319 0.63499 -0.18
C -2.67615 4.26545 0.13097 -0.24
C -2.51097 2.85643 0.03290 0.44
O -1.42958 2.36563 -0.45837 -0.76
C -3.59852 2.05555 0.48635 -0.31
C -3.55474 0.63004 0.40314 0.47
O -2.60588 -0.06844 0.04040 -0.60
C -4.77190 2.65390 0.99083 -0.14
H -3.91878 5.89876 0.70176 0.23
H -1.85753 4.88856 -0.20595 0.22
H -4.48217 0.11517 0.70177 0.13
H -5.58932 2.02117 1.31605 0.22
N 0.31426 1.70399 -2.39049 -0.64
N 1.65034 2.06021 -2.17725 -0.52
C 2.31839 1.48813 -1.08861 0.89
O 3.51416 1.67189 -0.96050 -0.68
O 1.53313 0.82437 -0.30249 -0.83
H 0.19584 1.10301 -3.19868 0.38
H -0.27065 2.52824 -2.45765 0.39
H 2.21007 2.38283 -2.94915 0.38
C 5.24125 -2.53716 3.10651 -0.63
C 4.16829 -1.49413 2.94820 0.01
C 2.83559 -1.79906 3.22590 -0.20
C 1.83863 -0.85879 3.04279 -0.22
C 2.18254 0.40341 2.58732 -0.19
C 3.49245 0.72345 2.27466 -0.20
C 4.48283 -0.22533 2.47124 -0.20
S 0.93284 1.62654 2.27561 1.30
C 0.43473 1.93346 3.97667 -0.80
O -0.27966 0.88561 1.73525 -0.98
H 4.99726 -3.24023 3.90222 0.22
H 6.20312 -2.07746 3.33023 0.22
H 5.35260 -3.10686 2.18148 0.23
H 2.57811 -2.79169 3.57531 0.21
H 0.79760 -1.10747 3.21270 0.23
H 3.72943 1.68502 1.83648 0.24
H 5.50764 0.01383 2.21601 0.22
H 0.12475 0.99430 4.42960 0.24
H -0.39776 2.63448 3.93536 0.24
H 1.27439 2.37019 4.51436 0.24

(4)
24
Properties=species:S:1:pos:R:3:nbo_charge:R:1 method="wB97M-V/def2-TZVPD" relative_energy_kj_mol=343.5 lumo_ev=0.8 e_tot_ha=-692.14476 gap_ha=0.2858
C -1.31590 -1.25523 -0.50744 -0.68
C -1.98566 -0.22437 -0.02974 0.17
C -3.46156 -0.19163 0.42558 -0.64
C 2.04657 -1.64091 0.30664 -0.63
C 0.70601 0.52867 -1.80184 -1.02
C 1.19467 2.20110 0.51841 -0.96
C 1.27048 -0.58336 1.09835 -0.71
O -1.12319 0.94977 0.22972 -0.85
P 0.39062 0.60234 -0.01931 1.88
H -1.82743 -2.14215 -0.66969 0.17
H -3.93619 0.60946 -0.22809 0.21
H -3.46730 -0.06326 1.41446 0.20
H -3.78361 -1.11873 0.26574 0.22
H 2.37475 -1.06456 -0.66705 0.21
H 2.82873 -1.99742 1.03978 0.23
H 1.29155 -2.40447 -0.00741 0.25
H 1.26870 -0.27811 -2.14839 0.26
H -0.16568 0.17000 -2.25366 0.30
H 1.23830 1.34367 -2.20613 0.23
H 1.04244 2.16533 1.66131 0.24
H 2.16903 2.18966 0.16221 0.23
H 0.83287 2.95103 -0.07264 0.24
H 1.82284 0.16455 1.73425 0.21
H 0.58898 -0.91138 1.75493 0.24

(5)
18
Properties=species:S:1:pos:R:3:nbo_charge:R:1 method="wB97M-V/def2-TZVPD" total_charge=+1 relative_energy_kj_mol=122.5 lumo_ev=-3.7 e_tot_ha=-475.75477 gap_ha=0.4027
O 0.62887 0.90507 2.44752 -0.52
C 0.57772 0.24381 1.44253 0.74
O 1.17793 -0.90917 1.19448 -0.67
C -0.71751 0.44348 0.60796 -0.18
C -1.03360 -0.94301 0.06452 -0.11
O -2.16935 -1.03186 -0.75781 -0.71
N -0.48459 1.37626 -0.61376 -0.69
H 1.91863 -1.15752 1.81273 0.54
H -1.49737 0.67923 1.38900 0.28
H -1.25955 -1.64038 0.89225 0.21
H -0.18046 -1.35721 -0.51450 0.23
H -2.98266 -0.80083 -0.29469 0.48
H -0.98535 1.04463 -1.43673 0.46
H -0.90363 2.29508 -0.40690 0.46
H 0.52552 1.30410 -0.69270 0.48
H 3.07420 -0.09580 -1.20802 0.50
H 2.15916 -0.30275 -2.43466 0.50
O 2.15203 -0.05313 -1.49125 -0.98

(6)
101
Properties=species:S:1:pos:R:3:lowdin_charge:R:1 method="wB97M-V/def2-TZVPD" total_charge=-2 relative_energy_kj_mol=0.0 lumo_ev=3.7 e_tot_ha=-4697.79343 gap_ha=0.2324
Pb 0.53258 0.22725 -1.26836 1.19
C 2.29760 -3.06197 0.92234 -0.51
C 1.23744 -4.04372 0.43285 -0.51
S -0.17051 -3.22611 -0.37827 0.83
C -0.36716 -4.21410 -1.88394 -0.54
C 0.79898 -4.19588 -2.87051 -0.52
S 1.28926 -2.50336 -3.33536 0.85
C 3.07627 -2.48511 -2.99578 -0.53
C 3.54683 -2.92948 -1.61794 -0.49
S 2.93916 -1.85388 -0.27202 0.85
H 3.13792 -3.61794 1.34532 0.08
H 1.88273 -2.41339 1.69714 0.05
H 0.84808 -4.59261 1.29330 0.07
H 1.65377 -4.76596 -0.27050 0.06
H -1.24514 -3.75897 -2.34628 0.07
H -0.61160 -5.24204 -1.60410 0.07
H 0.48126 -4.70213 -3.78472 0.06
H 1.66885 -4.72417 -2.48085 0.05
H 3.32195 -1.42854 -3.12414 0.05
H 3.58038 -3.06954 -3.76934 0.07
H 4.63609 -2.85789 -1.60937 0.07
H 3.26864 -3.95824 -1.39011 0.05
O 4.59877 1.35147 -2.49672 0.00
C 3.38504 1.54942 -2.43988 -0.61
O 2.52782 0.59016 -2.36066 -0.29
C 2.89147 2.98145 -2.60006 -0.14
C 3.75865 3.78569 -3.35098 -0.05
C 3.50463 5.11445 -3.62301 -0.12
C 2.34201 5.68725 -3.11667 -0.12
C 1.46945 4.91837 -2.37787 -0.15
C 1.70503 3.55656 -2.10146 -0.58
S 0.48946 2.83435 -1.04812 0.53
H 4.66811 3.31830 -3.70416 0.10
H 4.20044 5.69946 -4.21311 0.08
H 2.12435 6.73528 -3.29382 0.09
H 0.56379 5.35318 -1.97434 0.08
C -1.00982 -0.51774 6.80632 -0.08
C -0.52281 -0.36359 5.38591 -0.29
C 0.81669 -0.33359 5.06154 -0.01
C 1.28853 -0.19969 3.74893 -0.07
C 2.76488 -0.24725 3.61686 -0.32
O 3.44055 -0.85128 4.44533 0.04
C 3.48901 0.48090 2.53568 -0.17
C 4.69527 -0.04692 2.07900 -0.06
C 5.47932 0.66191 1.18771 -0.09
C 5.08196 1.92796 0.77493 -0.09
C 3.88652 2.45960 1.23310 -0.07
C 3.07886 1.73064 2.09385 -0.02
C 0.37588 -0.15195 2.63103 -0.36
O 0.73822 -0.15961 1.41682 -0.21
C -1.01293 -0.19206 3.00375 -0.13
C -1.42032 -0.28528 4.31735 -0.02
C -2.08324 -0.14118 1.96278 -0.20
N -2.42206 0.90183 1.32263 0.12
C -1.71586 2.14742 1.52419 -0.32
C -2.71904 3.28045 1.71614 -0.50
Te -3.61385 4.03080 -0.08679 1.23
C -4.84853 2.36767 -0.51704 -0.58
C -4.75530 1.78433 -1.77347 -0.14
C -5.58740 0.72165 -2.11451 -0.09
C -6.52222 0.25106 -1.20577 -0.12
C -6.61939 0.83883 0.05095 -0.11
C -5.78619 1.89206 0.39479 -0.16
C -2.85604 -1.39448 1.67998 -0.14
C -2.65833 -2.56776 2.40393 -0.04
C -3.39458 -3.71005 2.11629 -0.10
C -4.34034 -3.69424 1.10266 -0.11
C -4.53894 -2.52958 0.36964 -0.08
C -3.80602 -1.39233 0.65695 -0.02
H -0.17075 -0.48604 7.50251 0.06
H -1.52837 -1.47129 6.94526 0.07
H -1.71004 0.27669 7.08023 0.07
H 1.56515 -0.40615 5.84294 0.11
H 5.00127 -1.02167 2.43567 0.11
H 6.40058 0.23263 0.81405 0.10
H 5.69133 2.48925 0.07860 0.10
H 3.56590 3.43760 0.89891 0.10
H 2.13000 2.13786 2.42220 0.12
H -2.48956 -0.29837 4.52306 0.13
H -1.09497 2.33492 0.64311 -0.01
H -1.04449 2.12327 2.39183 0.12
H -2.22424 4.14604 2.15963 0.03
H -3.52243 2.96613 2.38170 0.04
H -4.01941 2.13362 -2.48744 0.10
H -5.47227 0.27034 -3.09207 0.11
H -7.17117 -0.57614 -1.46801 0.09
H -7.34343 0.47008 0.76809 0.10
H -5.85826 2.33370 1.38139 0.09
H -1.91753 -2.59446 3.19157 0.11
H -3.21961 -4.61955 2.67911 0.09
H -4.91574 -4.58622 0.88186 0.09
H -5.26626 -2.50990 -0.43417 0.09
H -3.94258 -0.47989 0.09107 0.10
C 0.80991 0.91185 -5.28197 -0.14
S -0.86146 0.85153 -4.63392 0.35
O -1.28670 2.22382 -4.44378 -0.37
O -1.63580 0.10951 -5.62214 -0.39
O -0.75232 0.08421 -3.36041 -0.59
H 0.89286 1.81735 -5.87850 0.06
H 0.94483 0.02031 -5.89054 0.05
H 1.51068 0.92291 -4.44985 0.03

(7)
17
Properties=species:S:1:pos:R:3:nbo_charge:R:1 method="wB97M-V/def2-TZVPD" total_charge=+1 relative_energy_kj_mol=139.8 lumo_ev=-3.5 e_tot_ha=-363.38239 gap_ha=0.4054
C -1.89172 0.25890 1.14857 -0.09
C -1.88985 0.08511 2.45176 -0.31
N -0.76249 0.91753 0.46394 -0.70
H -2.68078 -0.11340 0.50100 0.24
H -2.68887 -0.45345 2.93508 0.25
H -1.10599 0.48214 3.09243 0.22
H -0.91481 1.92296 0.34140 0.45
H 0.10089 0.80612 0.99560 0.45
H -0.59100 0.54294 -0.48096 0.48
O 2.91784 0.46615 -1.23223 -0.52
C 1.86515 -0.05066 -1.41562 0.77
O 0.78181 0.69598 -1.88025 -0.77
C 1.49579 -1.47179 -1.17561 -0.74
H 1.18296 1.45695 -2.33028 0.52
H 0.57473 -1.57659 -0.60089 0.21
H 2.30186 -2.00416 -0.68463 0.26
H 1.30447 -1.96471 -2.12931 0.27

(8)
72
Properties=species:S:1:pos:R:3:lowdin_charge:R:1 method="wB97M-V/def2-TZVPD" total_charge=+3 relative_energy_kj_mol=31.8 lumo_ev=-9.3 e_tot_ha=-2421.08163 gap_ha=0.2846
Zr 0.02339 0.29712 0.01409 1.92
N 2.53283 -0.24302 2.53950 0.15
C 1.26118 -0.15659 3.06122 -0.25
C 1.16041 -0.18239 4.45939 0.03
C -0.05857 -0.00031 5.06023 0.01
C -1.17658 0.21534 4.24885 0.00
C -1.01091 0.18959 2.89501 -0.12
N 0.18293 -0.03382 2.26686 -0.01
C 3.03133 -0.10176 1.26300 -0.26
C 4.41421 0.09177 1.13963 0.04
C 4.98196 0.14178 -0.10819 0.02
C 4.16307 -0.02808 -1.22922 0.00
C 2.82180 -0.18698 -1.03232 -0.13
N 2.22720 -0.20887 0.19492 -0.04
H 3.25066 -0.23968 3.24727 0.16
H 2.05004 -0.33016 5.05798 0.14
H -0.14844 -0.00236 6.13827 0.14
H -2.15185 0.41015 4.67079 0.13
H -1.85620 0.37764 2.25589 0.09
H 5.02042 0.19999 2.02955 0.14
H 6.04669 0.29760 -0.22072 0.14
H 4.57484 -0.03282 -2.22799 0.13
H 2.16270 -0.33970 -1.87728 0.11
O -0.09138 0.28470 -2.23455 -0.20
C -1.27347 -0.01005 -3.05709 -0.14
C -2.17378 1.20835 -3.19188 -0.12
C -2.43875 1.91881 -1.85010 -0.10
C -3.04904 0.98108 -0.84674 -0.23
C -4.42732 0.95181 -0.68370 0.04
C -5.01463 -0.03437 0.08862 0.03
C -4.19839 -0.99398 0.67707 0.00
C -2.83836 -0.88582 0.51382 -0.14
N -2.24532 0.08764 -0.21657 -0.04
H 0.40578 0.98119 -2.68772 0.13
H -1.77571 -0.83601 -2.56199 0.12
H -0.93776 -0.34491 -4.03677 0.14
H -3.11165 0.88338 -3.64450 0.14
H -1.72680 1.93212 -3.87739 0.14
H -3.11726 2.75282 -2.02089 0.14
H -1.50540 2.33688 -1.48474 0.09
H -5.03728 1.69750 -1.17585 0.14
H -6.08908 -0.07128 0.21302 0.14
H -4.61418 -1.80720 1.25525 0.13
H -2.17742 -1.61143 0.96191 0.08
O 1.02988 2.11029 -0.63194 -0.07
C 0.24733 2.77150 0.12479 -0.50
O -0.55827 2.05554 0.83662 -0.15
C 0.15119 4.22771 0.14878 -0.10
C -1.06319 4.76019 0.59080 0.09
C -1.26114 6.12175 0.55025 -0.08
C -0.26421 6.99050 0.14094 0.14
C 0.93444 6.43659 -0.27706 -0.07
C 1.15838 5.07610 -0.30542 0.10
N 2.03252 7.34006 -0.72066 -0.34
O 3.05962 6.79829 -1.07370 0.11
O 1.79284 8.52130 -0.71419 0.15
N -2.59511 6.64035 0.94183 -0.34
O -2.67957 7.82090 1.15943 0.15
O -3.48970 5.81508 1.01186 0.09
H -1.85577 4.11942 0.94379 0.13
H -0.42158 8.06183 0.14210 0.15
H 2.11316 4.71804 -0.66654 0.14
C 1.02667 -3.93053 -1.06254 -0.19
S 0.63760 -2.99674 0.41745 1.00
C -0.72452 -4.00996 1.00916 -0.20
O -0.07974 -1.73175 -0.15012 -0.71
H 1.37340 -4.92124 -0.76634 0.09
H 1.82502 -3.41698 -1.59579 0.07
H 0.13456 -4.00714 -1.68228 0.08
H -0.34142 -5.00646 1.23238 0.09
H -1.49153 -4.06607 0.23787 0.08
H -1.11751 -3.57419 1.92677 0.07

(9)
43
Properties=species:S:1:pos:R:3:nbo_charge:R:1 method="wB97M-V/def2-TZVPD" relative_energy_kj_mol=11.3 smiles="O=S(=O)(NCCSCc1c(Cl)cccc1Cl)c1ccc2c(c1)OCCO2" lumo_ev=0.6 e_tot_ha=-2730.47198 gap_ha=0.3380
O 0.67256 3.27089 0.17002 -0.94
S 0.18689 1.92170 0.19551 2.32
O -0.77675 1.54303 1.18981 -0.95
N -0.44190 1.56284 -1.31392 -0.88
C -1.78926 1.05407 -1.43260 -0.25
C -1.78954 -0.34252 -2.05263 -0.54
S -3.48084 -0.90330 -2.41625 0.20
C -3.95609 -1.74255 -0.85203 -0.55
C -3.89779 -0.83989 0.33152 -0.15
C -4.80855 0.20784 0.48533 -0.01
Cl -6.05469 0.42549 -0.68862 0.02
C -4.73938 1.08673 1.55337 -0.23
C -3.74978 0.92841 2.50599 -0.18
C -2.84305 -0.10945 2.40021 -0.24
C -2.92560 -0.97430 1.32328 0.07
Cl -1.77966 -2.26779 1.24010 -0.01
C 1.57479 0.80474 0.24966 -0.34
C 1.38650 -0.49318 0.68345 -0.20
C 2.44908 -1.37490 0.65861 -0.24
C 3.69805 -0.95531 0.20995 0.23
C 3.88726 0.37771 -0.18593 0.28
C 2.80668 1.25087 -0.17750 -0.23
O 5.10856 0.84968 -0.57698 -0.49
C 6.17873 0.00057 -0.21918 -0.10
C 5.83640 -1.44641 -0.56733 -0.10
O 4.70958 -1.87080 0.17104 -0.48
H -0.16691 2.24513 -1.99903 0.41
H -2.20329 1.01810 -0.42268 0.24
H -2.41296 1.71795 -2.03885 0.20
H -1.27294 -0.32668 -3.01243 0.23
H -1.30943 -1.07082 -1.40198 0.22
H -3.30399 -2.60558 -0.73332 0.24
H -4.97671 -2.07525 -1.04148 0.25
H -5.45714 1.88781 1.62902 0.23
H -3.68106 1.61624 3.33273 0.23
H -2.06698 -0.23850 3.13602 0.23
H 0.41497 -0.79274 1.03639 0.24
H 2.33930 -2.39918 0.97621 0.23
H 2.93690 2.27593 -0.48117 0.25
H 7.04937 0.34930 -0.77558 0.21
H 6.37281 0.07812 0.85892 0.18
H 6.65001 -2.12385 -0.30510 0.20
H 5.62579 -1.52014 -1.64258 0.18

(10)
10
Properties=species:S:1:pos:R:3:nbo_charge:R:1 method="wB97M-V/def2-TZVPD" relative_energy_kj_mol=190.3 lumo_ev=0.8 e_tot_ha=-607.33434 gap_ha=0.3430
C 0.01724 1.51144 -0.42398 -0.25
O -0.16630 0.12136 -0.29800 -0.52
C 0.42602 -0.49646 0.77332 0.38
N 0.33158 -1.76253 1.00757 -0.62
S -0.52858 -2.85264 0.04421 0.19
H -0.99295 1.97017 -0.19375 0.19
H 0.25263 1.64748 -1.50913 0.20
H 0.83292 1.85679 0.17755 0.18
H 1.01850 0.18194 1.35947 0.16
H -1.19108 -2.17755 -0.93725 0.10